ORCA calculation (ωB97M-V/def2-TZVPD) on a structure of composition C25H21BrClCoN4O3.

Summary:
Relative energy (zero: lowest compared OMol25 entry of this formula, charge and spin) (kJ/mol): 243.3
Frontier orbital gap (spin up / spin down) (eV): 5.9 / 5.2
E_HOMO (spin up / spin down) (eV): -3.506 / -3.507
Net charge: -1
Spin multiplicity: 2
⟨S²⟩: 0.79

Geometry as XYZ:
```
56
C25H21BrClCoN4O3 (ωB97M-V/def2-TZVPD)
Co -0.78787 -0.30268 0.95736
Br 7.01643 1.30995 -0.54471
C 6.13944 -0.26993 -1.12508
C 4.99687 -0.16779 -1.90136
C 4.34390 -1.31769 -2.31347
C 4.84325 -2.56833 -1.95661
C 6.01702 -2.64939 -1.21305
C 6.65968 -1.50437 -0.77429
N 4.33585 -3.80057 -2.47162
N 3.12154 -4.05549 -2.56448
C 2.08465 -3.28763 -2.00002
C 0.95384 -3.18522 -2.79910
C -0.13573 -2.38323 -2.48687
C -0.16666 -1.68307 -1.27305
O -1.11926 -0.92572 -0.88351
C 0.95096 -1.88624 -0.38452
N 0.80112 -1.26630 0.82052
C 1.73082 -1.40374 1.75009
C 2.85138 -2.22026 1.52127
C 3.01909 -2.85451 0.32092
C 2.06731 -2.67480 -0.70849
H 4.60633 0.80364 -2.17141
H 3.44203 -1.23385 -2.90448
H 6.41742 -3.62951 -0.98695
H 7.56157 -1.56966 -0.18151
H 0.97287 -3.73696 -3.73239
H -0.98141 -2.30333 -3.15720
H 1.57390 -0.85391 2.67238
H 3.57635 -2.34394 2.31498
H 3.87150 -3.50100 0.16560
N -2.44087 3.17477 2.54104
C -1.40109 3.40874 3.53948
C -1.00440 2.15808 4.32295
C -0.27079 1.08087 3.52378
O 0.89239 0.79810 3.82725
O -0.98977 0.51658 2.63371
H -2.70778 4.04696 2.10141
H -3.27249 2.78228 2.96549
H -1.68795 4.16878 4.28338
H -0.52444 3.80665 3.02101
H -1.89375 1.70825 4.77717
H -0.35076 2.46837 5.13917
Cl -8.32235 3.53178 -2.30112
C -6.88254 2.76223 -1.69132
C -5.73243 3.52029 -1.49575
C -4.59582 2.91211 -1.01282
C -4.56916 1.52550 -0.70831
C -3.41687 0.91532 -0.21366
C -5.76511 0.79240 -0.92724
C -6.90221 1.39997 -1.40951
H -5.74193 4.57731 -1.72523
H -3.69646 3.49521 -0.85900
H -3.39296 -0.14064 0.01875
H -2.51307 1.49145 -0.05762
H -5.77317 -0.26813 -0.70933
H -7.80839 0.83233 -1.57260
```